121
Properties=species:S:1:pos:R:3:mulliken_charge:R:1 method="wB97M-V/def2-TZVPD" multiplicity=1 lumo_ev=-0.37 e_homo_ha=-0.25150
Fe -0.981 -0.298 -2.030 0.49
S 0.864 -1.754 0.197 0.99
S 0.561 1.953 -0.239 1.09
S 2.011 0.298 1.685 0.85
O -5.708 5.111 -1.472 -0.68
O -5.442 3.927 -3.339 -0.58
O -2.563 0.529 -2.940 -0.52
O -4.294 1.628 -3.751 -0.99
O -2.190 -1.320 -0.808 -0.12
N -0.011 0.222 -3.711 0.79
N 2.211 -1.061 0.982 -0.37
N -4.455 3.339 0.075 -0.04
N 0.561 -1.159 -1.081 0.30
N -1.269 -1.885 -3.033 2.06
N -3.330 1.485 -0.283 0.06
N -1.972 -2.911 -2.468 -1.74
N 0.936 1.319 1.285 0.19
N -0.499 1.363 -1.021 0.39
C 0.993 -5.747 -0.267 -0.82
C 2.981 3.298 -0.761 -0.62
C 0.235 5.508 1.741 -0.76
C 3.665 0.959 1.783 0.77
C 3.223 -4.904 -0.601 -0.79
C 2.325 -5.963 -0.586 -0.68
C -3.177 -3.445 -0.456 0.16
C 1.219 -0.343 6.097 -0.61
C -0.831 4.232 -0.494 -0.83
C 4.673 2.357 -2.190 -0.99
C -3.742 2.334 0.628 0.17
C 0.652 4.227 1.417 -0.19
C -0.971 -3.169 -5.110 -2.16
C 0.469 1.405 -4.068 -0.14
C 0.123 3.604 0.295 0.08
C 5.120 2.609 2.719 -0.85
C 6.196 1.983 2.098 -0.59
C 3.882 1.237 -2.395 -1.13
C 4.221 3.386 -1.374 -0.78
C -3.451 2.256 2.087 -0.84
C -0.790 -1.980 -4.228 1.26
C 0.039 -2.698 2.657 -0.50
C -1.448 -1.109 1.591 0.69
C 1.464 -3.427 0.059 0.04
C 1.651 0.063 3.417 0.60
C -3.839 -2.981 0.676 0.14
C 2.644 1.132 -1.779 0.45
C 2.393 -0.907 4.080 -0.86
C -5.279 4.133 -2.058 0.54
C 0.552 -4.471 0.055 -0.10
C -3.813 1.950 -1.484 0.48
C -4.535 -3.866 1.486 -0.87
C -3.527 1.307 -2.813 -0.04
C -1.973 -2.018 3.765 -0.89
C -4.570 -5.217 1.171 -0.50
C -2.410 -2.473 -1.292 -0.33
C 2.793 -3.625 -0.286 -0.48
C 0.878 0.688 -6.301 -0.65
C 6.002 0.845 1.329 -0.80
C 0.932 1.688 -5.343 -1.20
C 2.206 2.164 -0.960 0.47
C -4.522 3.117 -1.276 -0.01
C 0.485 0.618 5.419 -0.79
C 3.846 2.094 2.569 -0.72
C -2.285 -1.195 2.696 -0.64
C 0.343 -0.541 -5.954 -1.12
C -3.221 -4.800 -0.775 -0.48
C 4.727 0.318 1.168 -0.28
C -0.805 -2.768 3.752 -1.19
C -3.912 -5.682 0.039 -0.77
C -0.112 -0.743 -4.657 0.61
C 2.172 -1.107 5.430 -0.83
C -0.709 6.152 0.949 -0.82
C -1.245 5.514 -0.161 -0.73
C -0.297 -1.883 1.580 0.73
C 0.700 0.835 4.064 0.04
H 6.842 0.361 0.852 0.48
H 2.012 0.264 -1.930 0.24
H -3.801 -1.923 0.896 0.50
H 3.003 2.555 3.067 0.22
H 2.627 4.118 -0.152 0.48
H -1.257 3.695 -1.331 0.34
H 2.663 -6.959 -0.839 0.41
H -0.137 -3.296 -5.797 0.53
H -4.903 4.132 0.509 0.27
H 0.472 2.158 -3.290 0.56
H 4.219 0.440 -3.044 0.57
H 4.258 -5.074 -0.865 0.44
H 1.313 2.672 -5.570 0.53
H 1.045 -0.505 7.152 0.41
H -1.888 -3.072 -5.696 0.29
H 3.116 -1.500 3.537 0.40
H -2.707 -5.140 -1.663 0.50
H 0.640 6.001 2.614 0.47
H -2.483 1.778 2.228 -0.26
H -1.035 7.150 1.206 0.41
H -2.643 -2.080 4.613 0.48
H -0.494 -4.296 0.273 0.44
H -1.068 -4.059 -4.493 0.41
H -3.418 3.249 2.533 0.47
H -3.946 -6.735 -0.211 0.42
H 0.243 -1.330 -6.683 0.43
H 0.287 -6.566 -0.278 0.48
H -5.116 -5.906 1.801 0.40
H 0.954 -3.274 2.644 0.64
H -4.208 1.673 2.615 0.29
H 4.544 -0.564 0.575 0.51
H 4.829 4.267 -1.220 0.49
H 5.276 3.491 3.324 0.47
H 2.736 -1.861 5.961 0.46
H 7.192 2.386 2.218 0.42
H -3.201 -0.621 2.707 0.37
H -4.995 3.035 -3.595 0.44
H 5.637 2.435 -2.674 0.43
H 1.365 3.704 2.040 0.41
H -1.703 -0.477 0.753 -0.28
H 3.474 -2.786 -0.307 0.34
H -0.263 1.201 5.940 0.47
H -0.551 -3.406 4.587 0.45
H 0.130 1.562 3.506 0.37
H -5.055 -3.500 2.362 0.43
H -1.996 6.005 -0.764 0.51
H 1.223 0.869 -7.309 0.43

119
Properties=species:S:1:pos:R:3:mulliken_charge:R:1 method="wB97M-V/def2-TZVPD" multiplicity=4 s2=3.7823 lumo_ev="-3.31 / -3.54" e_homo_ha="-0.36776 / -0.36789" charge=+1
Re 0.704 -1.753 -1.435 1.81
S -1.072 2.574 2.983 0.31
S -0.917 -3.186 -2.177 -0.44
S -1.481 0.734 -0.158 1.12
P 1.061 -5.091 -0.089 0.00
F 0.835 -0.672 -3.345 -0.38
F 2.102 1.083 -4.082 -0.15
F 0.382 0.423 -5.412 -0.31
F 0.025 1.595 -3.352 -0.14
O -2.150 3.011 2.032 -0.59
O -0.671 -0.103 -1.122 -0.75
N 1.001 -1.107 1.482 0.30
N -2.886 -3.364 -3.638 -0.07
N -1.240 -2.108 -4.687 0.07
C 2.588 -7.327 2.885 -0.74
C -5.523 0.773 -0.041 -1.06
C 2.408 -4.412 -1.110 0.33
C 3.662 -4.999 -1.244 -0.14
C 0.646 -1.641 2.950 -0.11
C -0.780 4.016 3.972 -0.03
C 3.180 1.737 1.390 0.85
C 3.234 -2.566 -2.557 -0.55
C -0.434 6.247 5.650 1.05
C -4.193 1.008 0.366 -0.42
C -3.483 -0.336 -1.554 0.12
C -2.184 3.014 -1.518 -0.96
C -3.129 0.424 -0.427 -0.69
C -7.165 -0.367 -1.556 -1.49
C 0.908 2.533 0.834 -0.73
C 2.230 -3.145 -1.758 0.82
C 1.083 6.570 -0.361 -0.88
C 2.162 -2.854 1.333 -0.26
C 3.852 1.693 -1.329 -1.17
C 1.712 -6.488 0.903 0.60
C -4.772 -0.715 -1.797 -0.49
C -0.067 7.408 6.543 -1.52
C -1.738 -2.780 -3.672 0.54
C 1.551 -7.768 0.346 -0.45
C -0.146 3.048 -0.095 -1.76
C 1.972 -8.826 1.115 -0.60
C -0.807 6.413 -1.795 -0.86
C 0.580 2.398 2.189 1.37
C -0.046 4.417 -0.515 1.04
C -1.953 -1.629 -5.928 -0.96
C 2.312 -6.218 2.082 0.03
C 0.204 7.181 -1.272 -0.83
C 4.513 1.278 0.955 -1.54
C -0.077 -3.818 2.160 -1.73
C 0.987 5.234 0.017 -0.67
C 4.748 1.213 -0.365 -0.51
C 4.681 -4.413 -2.087 -0.80
C -0.978 3.940 5.332 -0.04
C 2.789 1.732 2.753 -0.66
C 2.628 2.232 -0.905 -0.41
C -0.381 6.415 4.282 -0.86
C -2.044 4.348 -1.894 -1.38
C -0.530 5.320 3.448 -0.35
C -0.967 5.046 -1.439 1.08
C -1.234 2.408 -0.662 1.94
C 1.081 -2.162 0.470 -0.30
C 2.024 -1.733 2.335 -0.71
C -5.801 -0.116 -1.088 1.31
C -3.740 -3.982 -4.643 -1.13
C 4.481 -3.218 -2.719 -1.08
C -0.235 -2.851 3.092 -1.46
C -0.757 5.050 6.152 -0.70
C 2.256 2.160 0.410 1.18
C 0.965 -3.647 1.139 2.01
C 1.553 2.021 3.159 -1.07
C 2.514 -8.611 2.378 -0.52
B 0.839 0.686 -4.084 -0.01
H -3.144 -3.626 -2.715 0.31
H 1.787 4.770 0.631 0.37
H -2.659 -0.735 -2.217 -0.29
H 2.770 -9.392 3.081 0.38
H 5.567 -5.059 -2.201 0.37
H 2.980 -7.196 3.888 0.38
H -0.283 -1.643 -4.649 0.06
H -0.183 7.367 3.837 0.40
H 1.958 7.122 -0.064 0.47
H -2.872 4.753 -2.583 0.24
H -2.969 2.384 -1.821 0.77
H 5.229 0.892 1.639 0.49
H -5.026 -1.402 -2.655 0.20
H -7.547 0.407 -2.252 0.29
H 0.481 8.197 -1.532 0.39
H 4.080 1.493 -2.364 0.49
H -0.950 -2.820 3.900 0.46
H 5.194 -2.768 -3.354 0.52
H -0.817 4.815 7.241 0.31
H -2.945 -1.295 -5.686 0.36
H -3.258 -4.663 -5.375 0.34
H 1.369 2.068 4.260 0.33
H 1.775 -9.849 0.851 0.38
H -7.109 -1.361 -2.001 0.38
H -1.330 -0.865 -6.399 0.28
H 2.914 -1.219 2.674 0.53
H 3.111 -3.077 0.834 0.49
H -0.534 5.471 2.386 0.40
H -3.970 1.599 1.205 0.73
H 3.034 -1.604 -2.986 0.45
H 0.434 -0.786 3.588 0.52
H 1.909 2.578 -1.642 0.54
H -2.098 -2.419 -6.676 0.36
H 0.858 7.151 7.119 0.31
H -4.432 -4.584 -4.161 0.43
H 3.764 -6.038 -0.900 0.41
H -7.939 -0.161 -0.737 0.34
H -0.808 7.730 7.245 0.36
H 5.573 0.674 -0.720 0.52
H 1.056 -7.947 -0.639 0.32
H -1.377 6.779 -2.644 0.38
H 2.312 -5.226 2.592 0.25
H 3.508 1.500 3.538 0.40
H -4.313 -3.273 -5.249 0.35
H -1.217 3.001 5.787 0.48
H -0.627 -4.726 2.157 0.70
H 0.215 8.313 6.000 0.35
H -6.340 1.291 0.540 0.30

Computed maximum force, in the same sequence as the records: 0.022; 0.085 hartree/bohr.
Computed E_tot, in the same sequence as the records: -149371.5269; -122880.3219 eV.